[1]
ORCA calculation (ωB97M-V/def2-TZVPD) on an isolated ion of composition C5H8BrN2 and charge +1 at a distorted geometry.

Results
Charge: +1
Gap between HOMO and LUMO: 9.74 eV
Electronic energy: -78328.601 eV
Spin multiplicity: 1
ΔE to the lowest compared entry with this formula, charge and spin: 2.990 eV
F_max: 4.451 eV Å⁻¹
Highest occupied orbital energy: -14.0 eV

```
16
C5H8BrN2, DFT ωB97M-V/def2-TZVPD
C -0.646 2.291 0.159
C 0.431 1.490 0.244
N 0.431 0.049 0.222
C -0.938 -0.588 0.305
C -1.683 -0.438 -0.729
C 1.433 -0.737 0.045
N 1.290 -2.161 -0.028
Br 3.188 -0.108 0.139
H -0.534 3.356 0.009
H -1.550 1.840 0.090
H 1.401 1.977 0.215
H -1.343 -0.874 1.258
H -2.709 -0.783 -0.797
H -1.202 -0.032 -1.526
H 0.352 -2.474 0.256
H 2.079 -2.808 0.138
```



[2]
ORCA calculation (ωB97M-V/def2-TZVPD) on a 2-piece molecular cluster, C3H10S2 overall at a distorted geometry.

Results
Gap between HOMO and LUMO: 9.50 eV
Electronic energy: -24943.186 eV
Spin multiplicity: 1
ΔE to the lowest compared entry with this formula, charge and spin: 0.510 eV
F_max: 1.725 eV Å⁻¹
Highest occupied orbital energy: -8.9 eV

```
15
C3H10S2, DFT ωB97M-V/def2-TZVPD
C 4.640 0.080 -3.603
S 2.845 0.126 -3.707
S 2.150 0.413 -1.852
H 4.973 -0.757 -4.224
H 5.066 -0.025 -2.610
H 5.108 0.972 -4.024
H 2.213 -0.701 -1.106
C -4.066 0.084 2.941
C -2.642 -0.087 2.432
H -4.507 -0.869 3.253
H -4.706 0.268 2.064
H -4.207 0.896 3.639
H -2.261 0.879 2.091
H -1.976 -0.558 3.155
H -2.630 -0.720 1.549
```